This record from the Open Molecules 2025 dataset describes a cluster of 2 separate species, C2H9N4 in total at a distorted geometry. The level of theory is the ωB97M-V functional and the def2-TZVPD basis.

Element x y z (Å)
C1 1.77 -0.36 0.01
C2 -2.91 -0.30 -0.05
N1 2.86 0.03 -0.22
N2 0.53 -0.61 -0.01
N3 -1.86 0.73 -0.03
N4 4.05 0.44 0.09
H1 -2.63 -1.12 0.61
H2 -3.88 0.09 0.27
H3 -3.02 -0.69 -1.06
H4 -0.35 0.07 -0.05
H5 0.25 -1.59 -0.03
H6 -1.89 1.22 0.86
H7 4.38 0.33 1.04
H8 -2.03 1.41 -0.77
H9 4.73 0.35 -0.66

Calculated values
LUMO level: -0.120 Ha
Energy relative to the best compared isomer or geometry (same formula, charge and spin): 268.2 kJ/mol
Net charge: +1